Density functional theory data (ωB97M-V/def2-TZVPD) for C8H16O16S4 as an isolated structure in a non-equilibrium geometry.

Structure (XYZ):
```
44
Properties=species:S:1:pos:R:3:mulliken_charge:R:1
C 21.253 31.695 20.937 -0.497
C 20.567 32.743 21.824 -0.216
O 19.340 33.011 21.155 -0.243
S 19.308 32.396 19.642 1.179
O 19.098 33.389 18.602 -0.549
O 18.438 31.199 19.490 -0.582
O 20.868 32.077 19.625 -0.293
H 20.860 30.700 21.145 0.326
H 22.339 31.616 20.970 0.313
H 21.089 33.698 21.873 0.304
H 20.363 32.274 22.787 0.264
C 13.122 36.034 16.596 -0.078
C 12.722 34.568 16.867 -0.308
O 13.968 33.910 16.748 -0.336
S 15.021 34.643 15.679 1.029
O 15.048 33.889 14.412 -0.527
O 16.203 34.975 16.473 -0.408
O 14.049 36.001 15.550 -0.345
H 13.767 36.368 17.409 0.043
H 12.281 36.702 16.406 0.321
H 12.047 34.150 16.119 0.283
H 12.220 34.342 17.808 0.320
C 16.546 36.889 19.903 0.437
C 17.060 35.472 20.278 -0.244
O 16.185 34.793 21.156 -0.262
S 15.059 35.854 21.747 1.029
O 15.247 36.264 23.146 -0.526
O 13.697 35.526 21.170 -0.544
O 15.571 37.130 20.843 -0.344
H 16.066 36.935 18.925 0.049
H 17.196 37.757 20.010 -0.052
H 17.857 35.599 21.011 0.247
H 17.481 34.902 19.450 0.190
C 19.497 42.187 17.542 -0.283
C 18.276 41.348 17.025 -0.327
O 17.832 40.407 17.945 -0.270
S 19.041 40.235 19.108 1.128
O 19.599 38.893 18.972 -0.508
O 18.689 40.736 20.464 -0.545
O 20.090 41.262 18.426 -0.316
H 19.125 43.134 17.934 0.286
H 20.230 42.430 16.773 0.282
H 18.424 40.847 16.068 0.284
H 17.423 42.009 16.871 0.288
```

Values from the calculation:
E_LUMO ... 0.44 eV
HOMO ... -10.501 eV
Net charge ... 0
Orbital gap ... 0.4019 Eh
Relative energy (zero: lowest compared OMol25 entry of this formula, charge and spin) ... 67.1 kcal per mole

---

Density functional theory data (ωB97M-V/def2-TZVPD) for a 2-piece molecular cluster, C8H16O2 overall in a non-equilibrium geometry.

Structure (XYZ):
```
26
Properties=species:S:1:pos:R:3:mulliken_charge:R:1
C 3.475 1.546 1.824 -0.464
C 3.434 0.254 1.080 -0.416
C 2.041 0.193 0.358 -0.406
O 1.630 1.566 0.501 -0.381
C 2.056 2.042 1.774 -0.441
H 4.069 2.335 1.323 0.213
H 3.752 1.547 2.896 0.306
H 3.601 -0.551 1.821 0.272
H 4.216 0.162 0.302 0.223
H 1.336 -0.498 0.859 0.211
H 2.145 -0.137 -0.693 0.300
H 1.915 3.136 1.858 0.323
H 1.541 1.569 2.633 0.264
C -2.771 -0.595 -2.254 -0.494
C -3.586 -1.603 -1.459 -0.406
C -2.714 -1.869 -0.292 -0.497
O -1.500 -1.093 -0.361 -0.344
C -1.796 -0.004 -1.221 -0.367
H -3.455 0.167 -2.674 0.277
H -2.261 -1.092 -3.102 0.281
H -3.797 -2.467 -2.119 0.238
H -4.556 -1.204 -1.104 0.262
H -2.384 -2.926 -0.287 0.250
H -3.267 -1.684 0.649 0.279
H -2.268 0.821 -0.653 0.236
H -0.858 0.384 -1.661 0.280
```

Values from the calculation:
E_LUMO ... 1.02 eV
HOMO ... -9.599 eV
Net charge ... 0
SMILES string ... C1CCOC1.C1CCOC1
Orbital gap ... 0.3904 Eh
Relative energy (zero: lowest compared OMol25 entry of this formula, charge and spin) ... 56.0 kcal per mole

---

Density functional theory data (ωB97M-V/def2-TZVPD) for one molecule with the formula C8H16O2S2 in a non-equilibrium geometry.

Structure (XYZ):
```
28
Properties=species:S:1:pos:R:3:mulliken_charge:R:1
C 0.810 -1.795 -1.114 -0.746
C -0.015 -0.508 -1.299 -0.754
C 2.153 -1.519 -0.463 -0.623
C -0.208 0.269 -0.034 0.437
C -2.686 0.473 0.201 -1.592
C -1.241 0.526 2.250 -1.723
C 1.499 2.211 -1.208 -0.936
C -1.400 -0.065 0.846 0.809
O 2.440 0.644 1.131 -0.548
O -1.554 -1.473 0.928 -0.612
S 0.476 1.808 0.233 0.165
S 1.904 -0.751 1.207 0.230
H 0.247 -2.490 -0.491 0.256
H 0.959 -2.264 -2.091 0.436
H 0.473 0.102 -2.059 0.433
H -0.996 -0.807 -1.678 0.275
H 2.701 -2.448 -0.310 0.438
H 2.763 -0.827 -1.042 0.288
H -3.531 0.230 0.838 0.456
H -2.844 0.008 -0.768 0.369
H -2.619 1.550 0.079 0.313
H -1.326 1.608 2.223 0.433
H -2.021 0.127 2.895 0.453
H -0.268 0.265 2.661 0.358
H 2.335 1.523 -1.261 0.225
H 1.870 3.212 -1.015 0.412
H 0.903 2.205 -2.115 0.350
H -0.822 -1.813 1.457 0.397
```

Values from the calculation:
E_LUMO (spin up / spin down) ... 0.21 / 0.21 eV
HOMO (spin up / spin down) ... -7.447 / -7.440 eV
Net charge ... 0
Orbital gap (spin up / spin down) ... 0.2815 / 0.2812 Eh
Relative energy (zero: lowest compared OMol25 entry of this formula, charge and spin) ... 45.5 kcal per mole

---

Density functional theory data (ωB97M-V/def2-TZVPD) for a 2-piece molecular cluster, C8H16O4 overall in a non-equilibrium geometry.

Structure (XYZ):
```
28
Properties=species:S:1:pos:R:3:mulliken_charge:R:1
C 1.129 4.028 -4.432 -0.393
C 2.009 2.855 -3.909 -0.420
O 1.059 1.938 -3.312 -0.404
C 0.309 2.473 -2.212 -0.029
C -0.424 3.832 -2.657 -0.408
O 0.527 4.692 -3.277 -0.403
H 0.298 3.667 -5.068 0.314
H 1.773 4.677 -5.056 0.329
H 2.779 3.071 -3.143 0.281
H 2.512 2.352 -4.758 0.273
H -0.446 1.698 -1.974 0.278
H 0.934 2.623 -1.311 0.044
H -1.203 3.748 -3.439 0.313
H -0.852 4.410 -1.816 0.257
C 1.807 4.053 1.497 -0.242
C 0.258 4.343 1.738 -0.443
O -0.075 5.541 1.006 -0.389
C 0.752 6.664 1.299 -0.369
C 2.219 6.321 1.024 -0.483
O 2.618 5.164 1.791 -0.419
H 1.941 3.822 0.423 0.099
H 2.089 3.151 2.073 0.343
H 0.230 4.490 2.835 0.310
H -0.464 3.542 1.488 0.349
H 0.522 7.527 0.645 0.328
H 0.662 7.004 2.349 0.296
H 2.206 6.051 -0.050 0.246
H 2.900 7.184 1.146 0.343
```

Values from the calculation:
E_LUMO ... 0.96 eV
HOMO ... -9.138 eV
Net charge ... 0
SMILES string ... C1COCCO1.C1COCCO1
Orbital gap ... 0.3712 Eh
Relative energy (zero: lowest compared OMol25 entry of this formula, charge and spin) ... 75.8 kcal per mole

---

Density functional theory data (ωB97M-V/def2-TZVPD) for C8H16O4Sc as an isolated structure in a non-equilibrium geometry.

Structure (XYZ):
```
29
Properties=species:S:1:pos:R:3:mulliken_spin:R:1
C 1.085 0.306 -2.431 -0.281
C 1.831 -0.476 -1.575 0.427
O 1.525 -0.482 -0.229 0.018
C 1.767 -1.701 0.493 -0.005
C 1.569 -1.402 1.958 0.003
O 0.337 -0.692 2.092 0.002
C -0.140 -0.600 3.434 0.001
H 0.896 1.331 -2.084 0.013
H 1.240 0.114 -3.494 0.001
H 2.385 -1.357 -1.904 0.011
H 2.794 -2.043 0.313 -0.003
H 1.055 -2.461 0.144 0.000
H 2.387 -0.788 2.361 0.001
H 1.518 -2.346 2.519 0.000
H -1.030 0.038 3.422 0.000
H -0.403 -1.603 3.796 0.000
H 0.633 -0.158 4.078 0.000
O -0.548 2.465 0.198 0.001
C -1.533 2.575 -0.775 0.003
C -2.397 1.320 -0.834 0.014
O -1.524 0.162 -0.853 0.033
C -1.182 -0.362 -2.095 0.736
Sc -0.028 0.672 0.602 0.028
H -1.067 2.718 -1.773 0.003
H -2.211 3.434 -0.606 -0.003
H -3.054 1.289 -1.712 -0.011
H -3.012 1.224 0.070 0.003
H -1.386 -1.431 -2.177 -0.001
H -1.505 0.252 -2.939 0.007
```

Values from the calculation:
Spin multiplicity ... 2
E_LUMO (spin up / spin down) ... -8.08 / -8.12 eV
HOMO (spin up / spin down) ... -15.301 / -17.362 eV
Net charge ... +2
Orbital gap (spin up / spin down) ... 0.2655 / 0.3397 Eh
Relative energy (zero: lowest compared OMol25 entry of this formula, charge and spin) ... 5.5 kcal per mole

---

Density functional theory data (ωB97M-V/def2-TZVPD) for a 2-piece molecular cluster, C8H16Si overall in a non-equilibrium geometry.

Structure (XYZ):
```
25
Properties=species:S:1:pos:R:3:mulliken_charge:R:1
C 1.773 2.357 -0.808 -0.746
C -0.662 0.803 2.397 -0.332
C 0.492 2.220 -0.676 0.311
C -0.317 0.192 1.306 -0.132
C -0.768 2.783 -1.133 -0.883
C -1.106 -1.110 -1.340 -1.058
C -0.733 -2.854 1.195 -1.088
C 1.769 -1.508 -0.111 -1.098
Si -0.090 -1.301 0.264 0.325
H 2.221 3.124 -1.444 0.278
H 2.483 1.722 -0.303 0.235
H -1.031 0.269 3.272 0.257
H -0.610 1.877 2.529 0.261
H -1.399 3.052 -0.284 0.228
H -1.306 2.051 -1.733 0.188
H -0.608 3.681 -1.743 0.375
H -1.955 -0.450 -1.187 0.282
H -0.506 -0.697 -2.146 0.326
H -1.496 -2.068 -1.675 0.348
H -0.186 -3.001 2.121 0.303
H -1.781 -2.731 1.448 0.306
H -0.638 -3.761 0.605 0.320
H 2.057 -2.556 -0.118 0.345
H 2.029 -1.084 -1.076 0.329
H 2.371 -1.009 0.641 0.317
```

Values from the calculation:
E_LUMO (spin up / spin down) ... 0.55 / 0.39 eV
HOMO (spin up / spin down) ... -7.837 / -7.989 eV
Net charge ... 0
Orbital gap (spin up / spin down) ... 0.3082 / 0.3081 Eh
Relative energy (zero: lowest compared OMol25 entry of this formula, charge and spin) ... 109.3 kcal per mole

---

Density functional theory data (ωB97M-V/def2-TZVPD) for C8H17B2Br3Cl8F4KLiNaO4S as an isolated structure in a non-equilibrium geometry.

Structure (XYZ):
```
50
Properties=species:S:1:pos:R:3:mulliken_charge:R:1
O 1.156 -6.027 1.143 -0.249
B 0.365 -5.032 0.962 0.443
O 0.633 -3.776 0.513 -0.389
S -1.536 -5.474 1.385 -0.096
H 1.483 -6.296 0.098 0.234
H 1.009 -3.197 1.177 0.227
H -1.841 -4.576 2.326 0.182
H -2.224 -5.079 0.309 0.267
O 0.019 -0.933 2.708 -0.366
C 0.020 -0.215 1.769 0.763
O -1.104 0.590 1.540 -0.486
C -1.056 1.631 0.635 -0.490
C -1.334 1.187 -0.793 -0.475
C 1.168 -0.183 0.802 -1.131
H -0.077 2.157 0.761 -0.192
H -1.837 2.341 0.955 0.954
H -0.602 0.461 -1.142 0.259
H -1.343 2.031 -1.489 -0.006
H -2.309 0.703 -0.820 0.333
H 1.029 -0.981 0.069 0.326
H 2.092 -0.364 1.352 0.106
H 1.309 0.762 0.276 0.377
Cl 1.337 -0.299 4.526 -0.800
Cl -3.004 3.524 -3.596 -0.123
C -1.574 3.852 -4.583 -0.552
C -1.232 2.674 -5.465 -0.178
Cl -0.643 1.266 -4.534 -0.092
H -0.750 4.103 -3.919 0.270
H -1.797 4.721 -5.201 0.376
H -0.445 2.944 -6.150 -0.032
H -2.087 2.358 -6.056 0.365
Cl 1.672 -6.107 -1.587 -0.670
Na 1.210 2.801 -6.475 0.915
C -4.462 -2.679 2.090 0.324
Cl -4.888 -2.452 0.387 -0.113
Cl -2.867 -1.986 2.402 -0.003
Cl -5.653 -1.896 3.111 -0.083
Cl -4.421 -4.413 2.452 -0.114
B 3.105 -2.497 7.090 0.535
F 4.063 -3.130 7.871 -0.357
F 1.839 -3.040 7.317 -0.399
F 3.097 -1.130 7.341 -0.381
F 3.438 -2.704 5.700 -0.454
C 3.326 6.379 -4.269 -0.363
Br 3.146 8.022 -3.322 0.045
Br 1.613 5.853 -5.052 -0.033
Br 4.696 6.437 -5.597 0.050
H 3.591 5.612 -3.557 0.360
K 2.692 -1.936 3.615 0.970
Li -0.020 3.991 0.927 0.947
```

Values from the calculation:
E_LUMO ... -5.71 eV
HOMO ... -8.733 eV
Net charge ... +1
Orbital gap ... 0.1110 Eh

---

Density functional theory data (ωB97M-V/def2-TZVPD) for an isolated ion of composition C8H17Cl2NP and charge -1 in a non-equilibrium geometry.

Structure (XYZ):
```
29
Properties=species:S:1:pos:R:3:mulliken_charge:R:1
C 5.500 0.881 1.471 -0.318
C 4.653 0.687 0.467 -0.226
C 3.498 0.442 -0.663 -0.352
C 2.175 -0.063 0.179 -0.482
C 1.093 -0.808 -0.763 -0.786
P -0.700 -0.836 -0.037 0.767
N -1.353 -0.528 -1.671 -0.703
Cl 0.034 -1.425 1.927 -0.456
C -2.464 -0.961 0.690 -0.960
C -3.507 0.162 0.182 -0.523
C -3.079 1.691 0.524 -0.458
Cl -2.656 2.531 -1.086 -0.250
H 5.902 1.033 2.547 0.308
H 3.875 -0.470 -1.283 0.231
H 3.294 1.375 -1.300 0.320
H 2.612 -0.742 1.020 0.335
H 1.715 0.915 0.618 0.166
H 1.150 -0.276 -1.802 0.250
H 1.483 -1.890 -0.964 0.239
H -0.558 0.567 0.282 -0.337
H -0.754 -2.259 -0.345 -0.129
H -0.950 0.317 -2.104 0.182
H -1.308 -1.354 -2.288 0.230
H -2.862 -2.023 0.406 0.292
H -2.385 -0.912 1.837 0.365
H -4.500 -0.025 0.773 0.313
H -3.813 0.052 -0.938 0.341
H -3.913 2.271 1.078 0.324
H -2.183 1.648 1.244 0.318
```

Values from the calculation:
E_LUMO ... 3.33 eV
HOMO ... -4.216 eV
Net charge ... -1
Orbital gap ... 0.2774 Eh